12 unconnected molecules or ions with the total composition C48H118N2O12. Source: the Open Molecules 2025 dataset; level of theory: ωB97M-V/def2-TZVPD.

ORCA input file:
```
! wB97M-V def2-TZVPD RIJCOSX def2/J DEFGRID3
* xyz 0 1
C -4.0059 -0.1059 5.4359
C -3.0147 0.8103 4.6045
C -1.6603 0.0777 4.4512
O -3.5458 1.0983 3.2456
H -3.4931 -0.3090 6.4451
H -4.0097 -1.0545 4.9746
H -5.0290 0.3331 5.4843
H -2.8615 1.7203 5.1486
H -1.1870 -0.0618 5.4008
H -1.0147 0.5082 3.7527
H -1.7484 -0.8648 3.9029
H -3.6298 0.2082 2.8281
C -3.6260 1.5237 -0.3326
C -3.1582 2.9206 -0.8559
C -4.2418 3.9901 -1.1543
O -2.1257 3.4381 0.0689
H -2.7982 1.0527 0.1909
H -3.9644 0.8170 -1.1941
H -4.3582 1.6967 0.4453
H -2.5066 2.7146 -1.7592
H -3.8097 4.6845 -1.9115
H -4.6098 4.5734 -0.3563
H -5.0161 3.4614 -1.7637
H -2.4686 3.6458 0.9292
C 7.0486 1.4172 -0.4680
C 5.7278 2.2419 -0.3698
C 5.5742 3.2640 -1.4878
O 4.6928 1.2980 -0.2986
H 6.9936 0.8066 -1.3916
H 7.0594 0.7612 0.4012
H 7.8465 2.1025 -0.5670
H 5.6894 2.7130 0.6716
H 4.6554 3.8768 -1.3482
H 5.4951 2.7521 -2.4122
H 6.3658 4.0223 -1.4790
H 4.7149 0.5550 -0.9724
C -5.8437 -1.4913 1.7301
C -4.5952 -2.3114 1.5836
C -4.4989 -3.2587 0.4109
O -3.5241 -1.3356 1.4109
H -6.2037 -1.2666 0.7351
H -5.7291 -0.5503 2.2446
H -6.6744 -2.0755 2.1012
H -4.3608 -2.7922 2.4873
H -3.6793 -3.9497 0.3925
H -4.4635 -2.7314 -0.5166
H -5.4121 -3.7881 0.3539
H -3.6170 -0.8767 0.5874
C 4.7193 -3.6230 -1.5731
C 4.1622 -2.4106 -0.8375
C 4.8465 -2.2349 0.5457
O 4.6333 -1.2478 -1.6359
H 4.2961 -3.6877 -2.5566
H 4.5346 -4.5658 -1.0539
H 5.8120 -3.3917 -1.6749
H 3.0351 -2.4176 -0.7910
H 4.5083 -1.3575 0.9585
H 5.8831 -2.3213 0.3384
H 4.5651 -3.0163 1.3251
H 4.1997 -1.2633 -2.4770
C 2.2956 5.4357 -1.5494
C 0.8575 5.8029 -1.1728
C 0.3820 6.9128 -2.0727
O 0.1369 4.6841 -1.4716
H 3.0117 6.2792 -1.7132
H 2.2445 4.8572 -2.4856
H 2.7696 4.7063 -0.8996
H 0.8361 6.0555 -0.1023
H 0.5484 6.4548 -3.0548
H 1.0416 7.7647 -2.0418
H -0.6607 7.1550 -1.9236
H -0.6642 4.4689 -0.9779
C -1.3689 4.2913 3.8723
C -2.7620 4.7035 3.4925
C -2.9432 6.0719 2.7414
O -3.3575 3.7647 2.5462
H -1.2722 3.3247 4.4199
H -1.0132 5.1146 4.5171
H -0.6633 4.1226 2.9896
H -3.4716 4.7224 4.3959
H -3.9744 6.3805 2.6839
H -2.4773 5.9492 1.7606
H -2.5133 6.9349 3.2664
H -3.4976 2.8586 2.8884
C 3.5394 2.2550 4.1303
C 3.0821 0.7895 4.2483
C 2.9509 0.3454 5.6760
O 1.8325 0.6314 3.5945
H 4.4310 2.4036 4.6671
H 2.7884 2.8490 4.5944
H 3.7121 2.6049 3.1705
H 3.7998 0.1806 3.8047
H 3.5858 0.9617 6.2747
H 3.2105 -0.6768 5.7542
H 1.8703 0.4190 5.9280
H 1.9913 0.7141 2.6704
C 0.0940 0.1627 0.8928
C 1.2718 0.5249 0.0072
C 1.1926 1.9258 -0.5080
O 2.4839 0.2402 0.7686
H -0.2117 0.8845 1.6475
H 0.3047 -0.8196 1.3394
H -0.7462 -0.0118 0.2748
H 1.3000 -0.1525 -0.8302
H 1.2066 2.7401 0.2601
H 0.2479 2.0658 -1.1158
H 2.1344 2.1670 -1.1071
H 3.2717 0.5471 0.2994
C 2.0614 2.2604 -4.0631
C 0.8838 2.7319 -4.8816
C 1.1972 3.9405 -5.7254
O 0.4158 1.6216 -5.7109
H 1.6201 1.5944 -3.3560
H 2.5175 3.0107 -3.4542
H 2.8322 1.7544 -4.6669
H 0.0702 2.9954 -4.2409
H 0.3162 4.2774 -6.2987
H 2.0009 3.8138 -6.4428
H 1.3955 4.8509 -5.0748
H 0.0753 1.9305 -6.5453
C -1.1663 0.0346 -2.6891
C -1.3961 -1.3738 -3.2417
C -2.5178 -1.9496 -2.4220
C -3.9088 -1.5592 -2.9087
C -3.9280 -1.8739 -4.4598
C -2.8817 -1.1070 -5.2632
N -1.6022 -1.4194 -4.6987
O -0.5917 -0.7356 -5.3715
C -2.8463 -1.5685 -6.6909
C -3.2072 0.4311 -5.3207
C -0.0906 -2.1145 -2.9478
H -2.0000 0.7305 -2.8488
H -0.3394 0.5782 -3.1494
H -0.9153 -0.0160 -1.6122
H -2.5096 -3.0874 -2.3438
H -2.4020 -1.5365 -1.3742
H -4.1779 -0.4629 -2.8237
H -4.7448 -2.0529 -2.4751
H -4.9368 -1.7006 -4.8288
H -3.7013 -3.0188 -4.5701
H -3.7231 -1.2325 -7.3222
H -1.9721 -1.2754 -7.2290
H -2.8518 -2.6116 -6.6877
H -4.2255 0.6179 -5.6085
H -2.9917 1.0134 -4.3905
H -2.5412 0.8161 -6.0749
H 0.0471 -2.1453 -1.8698
H 0.7035 -1.4944 -3.3255
H 0.1170 -3.0933 -3.3775
H -0.5763 0.2051 -5.1425
C 1.3935 -8.0032 2.0571
C 1.4885 -6.4333 1.7896
C 0.6656 -6.2528 0.4783
C 0.3947 -4.7248 0.2906
C -0.3345 -4.1735 1.5613
C 0.4066 -4.3526 2.8658
N 0.7160 -5.7705 2.9149
O 1.3692 -6.0390 4.2313
C 1.6186 -3.3637 2.8871
C -0.4239 -3.9558 4.0957
C 2.8835 -5.9601 1.5574
H 1.8836 -8.5670 1.2918
H 0.3715 -8.2750 2.0902
H 1.9069 -8.2462 2.9846
H 1.2624 -6.6875 -0.4109
H -0.3067 -6.7465 0.5412
H -0.2106 -4.4595 -0.5318
H 1.2668 -4.2254 0.0941
H -1.2421 -4.7856 1.7303
H -0.6808 -3.1746 1.3683
H 1.9402 -3.0976 1.8106
H 1.2974 -2.4211 3.3726
H 2.5788 -3.6227 3.3810
H -1.1209 -4.7487 4.2778
H 0.1615 -3.8551 5.0316
H -0.9120 -3.0106 3.8015
H 2.8602 -5.0067 0.9807
H 3.6253 -6.6283 1.0053
H 3.4362 -5.7516 2.5112
H 0.7944 -6.7327 4.5716
*
```

The calculation puts the total energy at -79234.892 eV. The SMILES is CC1(C)CCCC(C)(C)N1O.CC1(C)CCCC(C)(C)N1O.CC(C)O.CC(C)O.CC(C)O.CC(C)O.CC(C)O.CC(C)O.CC(C)O.CC(C)O.CC(C)O.CC(C)O. The calculation puts the HOMO energy at -8.219 eV. As for the relative energy (zero: lowest compared OMol25 entry of this formula, charge and spin): 384.2 kJ/mol.


A gas-phase ion, C5H12N2 (charge +1). Source: the Open Molecules 2025 dataset; level of theory: ωB97M-V/def2-TZVPD.

ORCA input file:
```
! wB97M-V def2-TZVPD RIJCOSX def2/J DEFGRID3
* xyz 1 2
C 1.7623 1.7279 0.2742
C 0.7914 1.0586 1.2334
C 0.4332 -0.4021 0.9222
C -0.4329 -0.6018 -0.3060
C -1.7631 -1.0203 -0.1643
N -2.4595 -1.4593 -1.2677
N 0.2639 -0.5008 -1.4448
H 2.2430 2.6362 0.6678
H 2.5362 0.9908 0.1241
H 1.3298 2.0451 -0.6864
H 1.0804 1.1014 2.2997
H -0.1320 1.6611 1.3516
H -0.1226 -0.8372 1.8001
H 1.3585 -0.9846 0.9233
H -2.0231 -1.1317 0.8955
H -3.2333 -2.0540 -0.9596
H -2.8867 -0.8296 -1.9367
H -0.0296 -0.9870 -2.2961
H 1.2842 -0.4128 -1.4303
*
```

The calculation puts the total energy at -8352.211 eV. The calculation puts the HOMO energy (spin up / spin down) at -13.637 / -15.226 eV. As for the relative energy (zero: lowest compared OMol25 entry of this formula, charge and spin): 34.5 kJ/mol.


3 unconnected molecules or ions with the total composition C14H32Cl2N5O2S2. Source: the Open Molecules 2025 dataset; level of theory: ωB97M-V/def2-TZVPD.

ORCA input file:
```
! wB97M-V def2-TZVPD RIJCOSX def2/J DEFGRID3
* xyz 1 1
C -2.3427 8.3308 1.8317
C -1.6326 6.8380 1.5816
Cl -2.5113 5.6954 2.8047
C -0.0412 7.0422 1.9237
Cl 0.5451 8.5394 0.9301
S 1.0722 5.6248 1.4137
S 1.6403 6.0040 -0.6239
C 0.1922 3.9712 1.3978
C 1.3955 2.8135 1.4710
C 0.9235 1.3463 0.9088
C 2.1759 0.2994 1.2737
N 1.7066 -1.1000 1.6022
C 2.7168 -1.8351 2.5038
N 2.3058 -2.9675 3.1706
N 4.1415 -1.3671 2.7488
H -2.5019 8.9295 0.8377
H -1.7079 8.9869 2.6004
H -3.3762 8.1348 2.3946
H -1.8451 6.5116 0.4531
H 0.0209 7.3277 3.0731
H 3.0663 6.1092 -0.5550
H -0.4834 3.7618 2.3465
H -0.4119 3.7469 0.4036
H 1.6128 2.6789 2.6307
H 2.3682 3.2365 0.9758
H -0.0966 0.9535 1.3715
H 0.8584 1.3513 -0.2803
H 3.0210 0.3149 0.4518
H 2.6769 0.7745 2.2492
H 0.8135 -1.0785 2.1493
H 3.0610 -3.3850 3.7534
H 4.7678 -2.1567 3.0862
H 4.0894 -0.7172 3.5693
C 0.5448 -4.5077 0.8728
C -0.4885 -3.9731 -0.0793
O -0.3915 -2.8591 -0.5895
N -1.5608 -4.7621 -0.3749
C -1.8593 -6.0873 0.1123
H 1.3353 -3.7641 1.0073
H 0.0896 -4.7077 1.8465
H 0.9930 -5.4185 0.4667
H -2.2102 -4.3302 -1.0226
H -1.9308 -6.7566 -0.7487
H -2.8267 -6.0518 0.6194
H -1.0997 -6.4590 0.8012
C -1.4120 -5.2876 -4.9333
C -2.1319 -4.2302 -4.1434
O -2.8414 -4.5063 -3.1785
N -1.9818 -2.9291 -4.5233
C -1.2021 -2.3991 -5.6159
H -1.6307 -6.2714 -4.5086
H -1.7525 -5.2764 -5.9721
H -0.3323 -5.1224 -4.8837
H -2.4983 -2.2792 -3.9413
H -0.4688 -1.7024 -5.2019
H -1.8771 -1.8551 -6.2811
H -0.6871 -3.1796 -6.1774
*
```

The calculation puts the total energy at -73286.261 eV. The calculation puts the HOMO energy at -10.121 eV. As for the relative energy (zero: lowest compared OMol25 entry of this formula, charge and spin): 573.5 kJ/mol.


Max |F|: 3.59 2.63 5.14 (eV/A)